Computed, not measured: 4 unconnected molecules or ions with the total composition C2H12N2O3 in a non-equilibrium geometry, with wB97M-V/def2-TZVPD.

XYZ file:
```
19
Properties=species:S:1:pos:R:3:forces:R:3
C -0.70516 -1.40972 1.34052 0.33 0.68 0.89
N 0.56283 -0.66352 1.38936 1.82 -0.72 -1.38
C 0.70524 0.67718 1.35511 -2.46 1.60 0.76
N 1.61429 1.46821 0.88400 -0.24 -1.61 -0.24
H -0.67070 -2.20464 2.08655 -0.04 0.00 -0.05
H -0.79584 -1.85550 0.35503 -0.44 0.13 -0.11
H -1.51851 -0.72916 1.60462 -0.06 -0.20 -0.37
H 1.22382 -1.10703 0.75465 0.28 -0.11 0.48
H -0.19854 1.14565 1.77516 0.09 -0.14 0.04
H 1.19638 2.38975 0.92500 0.44 0.20 0.20
H -0.64954 -0.78610 -3.06471 -0.41 0.03 -0.18
H -0.00240 -0.53301 -1.77060 -0.22 -0.05 -0.12
O -0.89904 -0.63310 -2.14771 0.74 -0.05 0.22
H -2.13281 2.02438 -0.74543 -0.10 0.08 0.04
H -1.61943 0.60676 -0.78011 -0.36 -0.07 -0.16
O -2.17818 1.19971 -0.25322 0.32 0.01 0.04
H 1.57041 0.40444 -0.66574 0.23 0.21 -0.42
H 2.71504 0.11767 -1.56160 -0.02 -0.21 -0.32
O 1.78213 -0.11197 -1.48088 0.10 0.22 0.67
```
Forces are in eV/Å.

Properties
Energy relative to the best compared isomer or geometry (same formula, charge and spin): 14.6 kcal/mol
Frontier orbital gap: 10.25 eV
LUMO energy: 0.79 eV
Total charge: 0
E: -418.61580 Ha
SMILES: [H]/N=C/NC.O.O.O
E_HOMO: -9.47 eV

=====

Computed, not measured: a molecular structure, C21H26BrN3O4Te4Ti, with wB97M-V/def2-TZVPD.

XYZ file:
```
60
Properties=species:S:1:pos:R:3:forces:R:3
Ti 0.43639 0.85013 0.97270 -0.43 0.54 0.31
C -1.80005 1.33285 4.52121 -0.01 0.00 0.00
C -1.40432 1.67730 3.11831 -0.01 -0.02 -0.02
O -0.42289 0.90484 2.63991 0.09 0.06 0.00
C -1.92921 2.70003 2.42472 -0.02 0.00 -0.01
C -1.47973 3.05139 1.05243 -0.05 -0.06 -0.03
C -2.40828 4.03262 0.36274 0.04 0.02 -0.02
N -1.13070 1.87610 0.27785 -0.03 -0.04 0.00
N -2.22994 1.16546 -0.18106 0.03 -0.03 0.01
C -1.91600 -0.07712 -0.25048 0.06 -0.08 -0.11
O -0.73610 -0.52053 0.15664 0.10 -0.07 0.02
C -2.85380 -1.06701 -0.81977 -0.01 0.00 0.03
C -2.48974 -2.41053 -0.88245 0.00 -0.01 0.00
C -3.36094 -3.35334 -1.41319 0.00 0.00 0.00
C -4.60689 -2.96854 -1.88582 0.00 0.00 0.00
C -4.97604 -1.62762 -1.82322 0.00 0.00 0.00
C -4.10943 -0.68521 -1.29773 0.00 -0.01 0.00
H -0.92782 1.43700 5.16980 0.00 0.00 0.00
H -2.13900 0.29487 4.57567 0.00 0.00 0.00
H -2.59066 1.99189 4.87868 0.00 0.00 0.00
H -2.66613 3.32892 2.90736 -0.01 -0.01 0.00
H -3.41474 3.61003 0.29635 0.00 0.00 0.00
H -2.05285 4.24663 -0.64605 0.00 0.00 0.00
H -2.44793 4.96378 0.93236 0.00 0.00 0.00
H -1.51536 -2.69616 -0.50668 0.00 0.00 0.00
H -3.06309 -4.39470 -1.45562 0.00 0.00 0.00
H -5.28673 -3.70398 -2.29981 0.00 0.00 0.00
H -5.94792 -1.31733 -2.18979 0.00 0.00 0.00
H -4.37947 0.36111 -1.24468 0.00 0.00 0.00
C 4.48330 -0.87287 -1.73421 0.02 0.01 0.02
O 3.45965 -1.14687 -0.81541 -0.03 -0.02 -0.04
C 3.60695 -2.38873 -0.18348 0.00 -0.01 0.01
C 2.84595 -2.41874 1.11736 -0.02 0.02 0.15
O 1.48837 -2.03881 0.94575 -0.02 -0.23 -0.25
C 0.72445 -2.41154 2.07805 0.02 0.04 0.02
H 5.45025 -0.82236 -1.22351 0.00 0.00 0.00
H 4.27731 0.10402 -2.17092 0.00 0.00 0.00
H 4.51551 -1.62927 -2.53551 0.00 0.00 0.00
H 4.66084 -2.56573 0.06863 0.00 -0.01 -0.01
H 3.26810 -3.19183 -0.86161 -0.01 0.00 0.01
H 3.32286 -1.75515 1.84539 0.01 0.03 -0.03
H 2.88673 -3.45373 1.49240 0.01 0.01 0.04
H 1.12980 -1.94550 2.98228 -0.01 0.01 0.00
H 0.72706 -3.50477 2.19399 0.00 0.00 0.00
H -0.29131 -2.05894 1.91565 0.00 0.00 0.00
Te 2.66077 1.04249 2.64125 0.11 -0.22 -0.13
Te 5.20840 0.66363 1.70021 0.05 0.04 -0.05
Te 0.80380 4.98761 3.45540 0.01 -0.03 -0.04
Te 0.62587 3.68614 1.12445 -0.01 0.11 0.08
Br 2.26244 0.63744 -5.77925 0.00 0.00 0.00
C 1.86518 0.73515 -3.92420 -0.01 0.00 0.00
C 1.49856 -0.40412 -3.24160 -0.01 0.00 0.00
C 1.22870 -0.28477 -1.88597 -0.12 0.03 -0.04
N 1.29015 0.87741 -1.23356 0.10 -0.06 0.03
C 1.64309 1.96451 -1.91788 0.13 -0.02 0.05
C 1.94804 1.94811 -3.26868 0.00 0.00 -0.01
H 1.42536 -1.36399 -3.73111 0.01 0.00 0.00
H 0.92047 -1.14031 -1.30355 0.02 -0.01 0.01
H 1.67966 2.89244 -1.36241 0.01 0.00 0.00
H 2.23305 2.85621 -3.77832 0.00 0.00 0.00
```
Forces are in eV/Å.

Properties
Energy relative to the best compared isomer or geometry (same formula, charge and spin): 23.3 kcal/mol
Frontier orbital gap (alpha / beta): 3.78 / 3.77 eV
LUMO energy (alpha / beta): 3.53 / 3.53 eV
Total charge: -2
E: -5776.70819 Ha
E_HOMO (alpha / beta): -0.26 / -0.25 eV

=====

Computed, not measured: a molecular structure, C8H23FeNO9P in a non-equilibrium geometry, with wB97M-V/def2-TZVPD.

XYZ file:
```
43
Properties=species:S:1:pos:R:3:forces:R:3
Fe -24.55171 -7.36408 15.96684 1.59 -2.80 0.58
P -23.94751 -8.99533 17.91856 5.47 -6.40 -0.55
O -24.30287 -10.47038 18.10589 -3.50 0.66 1.92
O -24.85384 -7.71835 17.87598 -1.22 0.82 2.22
O -23.56582 -9.10269 16.43442 -1.34 2.89 -5.74
O -22.49669 -8.96615 18.40684 -0.06 3.11 2.80
C -24.32101 -7.69373 11.80077 0.07 0.50 -2.33
C -24.85205 -7.43125 13.14918 -0.51 -1.22 -0.11
C -25.65079 -8.65630 13.57605 -1.40 1.06 1.64
O -26.01143 -8.40442 14.98984 -0.86 -0.84 -1.55
C -27.13752 -9.16295 15.45730 0.10 -0.90 -0.30
N -23.73352 -7.19302 14.03593 -0.23 0.77 -0.49
H -23.87227 -8.67614 11.65009 -0.06 -0.11 0.33
H -23.54814 -6.96388 11.55742 0.07 0.10 -0.08
H -25.09143 -7.56370 11.03936 -0.07 -0.19 -0.16
H -25.52529 -6.57332 13.14388 0.08 0.09 0.17
H -25.16473 -9.60073 13.33013 0.35 -0.10 0.84
H -26.60268 -8.66406 13.04295 -0.08 0.03 -0.30
H -27.49867 -8.94400 16.46192 0.69 0.82 0.00
H -26.88132 -10.22151 15.51558 0.21 -0.06 -0.19
H -27.97176 -9.03670 14.76656 -0.11 0.09 -0.18
H -22.98255 -7.77305 13.68665 0.37 -0.33 0.78
H -23.44926 -6.24057 13.83918 0.41 0.13 0.19
C -24.85805 -4.46759 15.79534 1.14 -0.08 0.52
C -23.63769 -4.70570 16.72159 -1.67 0.32 1.25
O -23.06037 -5.95051 16.45350 1.14 1.31 -0.83
O -25.73263 -5.61208 15.81731 0.08 1.57 -0.25
H -24.50103 -4.30212 14.77791 -0.09 0.00 -0.22
H -25.39485 -3.57865 16.12731 0.09 0.01 0.02
H -23.98639 -4.77718 17.75366 -0.53 0.18 0.16
H -22.95879 -3.85303 16.76393 0.27 0.04 -0.77
H -22.36507 -6.06439 17.10792 0.11 -1.04 0.29
H -26.61664 -5.25134 15.93297 -0.22 -0.64 0.24
C -26.78441 -6.74026 20.13268 0.04 1.21 0.14
C -25.54934 -5.84095 20.49882 -0.05 -1.19 -2.12
O -24.33306 -6.54189 20.33665 0.13 0.78 1.60
O -27.12381 -6.82130 18.73040 -0.33 0.86 1.57
H -27.60383 -6.22312 20.63343 -0.50 -0.34 -0.05
H -26.63588 -7.73484 20.55444 0.01 -0.05 0.03
H -25.62197 -5.36106 21.47456 0.08 -0.48 0.25
H -25.53939 -5.03865 19.75810 -0.39 0.55 -0.10
H -24.32142 -6.93880 19.46059 -0.05 -0.46 -0.68
H -26.31547 -7.17339 18.33158 0.78 -0.68 -0.54
```
Forces are in eV/Å.

Properties
Multiplicity: 5
Frontier orbital gap (alpha / beta): 3.64 / 3.56 eV
LUMO energy (alpha / beta): 1.85 / 1.84 eV
Total charge: -1
E: -2655.60819 Ha
E_HOMO (alpha / beta): -1.80 / -1.72 eV

=====

Computed, not measured: 2 unconnected molecules or ions with the total composition CH5P3 in a non-equilibrium geometry, with wB97M-V/def2-TZVPD.

XYZ file:
```
9
Properties=species:S:1:pos:R:3:forces:R:3
C 2.08966 -0.03990 0.37486 -0.16 -1.67 1.91
P -2.00693 1.16205 -0.41356 -1.31 -0.30 1.01
P -1.72249 -0.99637 -0.63806 0.01 -0.13 0.18
P -0.91304 0.01821 1.13638 0.86 0.28 -0.87
H 2.61500 -0.07692 1.34657 -0.68 -0.66 -0.40
H 2.30988 0.89422 -0.01406 -0.19 1.46 -1.57
H 1.87472 -0.96857 -0.17099 0.21 0.81 0.17
H -1.30215 1.41277 -1.55816 1.33 0.29 -0.56
H -2.94464 -1.40549 -0.06300 -0.07 -0.09 0.13
```
Forces are in eV/Å.

Properties
Energy relative to the best compared isomer or geometry (same formula, charge and spin): 68.7 kcal/mol
Frontier orbital gap (alpha / beta): 8.19 / 7.75 eV
LUMO energy (alpha / beta): -0.11 / -1.19 eV
Total charge: 0
E: -1065.02081 Ha
E_HOMO (alpha / beta): -8.30 / -8.94 eV

=====

Computed, not measured: a single C19H35BrF4O6SSi molecule in a non-equilibrium geometry, with wB97M-V/def2-TZVPD.

XYZ file:
```
67
Properties=species:S:1:pos:R:3:forces:R:3
C -2.54506 -5.69921 -3.16122 0.07 0.07 0.19
C -1.93662 -4.45076 -4.03928 -0.02 -0.05 0.49
C -1.88396 -3.04129 -3.18684 0.41 -0.01 -0.22
C -0.36339 -2.71254 -2.58822 -1.64 0.43 0.51
C -0.58501 -1.48452 -1.47307 0.85 -0.59 -0.11
C 0.73323 -0.45314 -1.45472 0.25 -2.05 -0.29
C 1.15237 -0.26173 0.08639 -0.90 -0.72 -0.17
C 1.77941 1.14675 0.60569 -0.45 -1.84 1.86
O 1.67882 0.92501 2.10312 0.10 -0.33 -1.11
C 0.84147 2.48738 0.33330 -0.53 0.05 2.24
C -0.80114 2.14936 0.39074 -0.58 1.14 0.26
C -1.33546 1.92088 1.96375 -0.58 0.95 -1.24
O -1.87561 0.57244 2.00533 1.36 0.64 2.04
Si -1.72260 -0.27358 3.49985 -1.10 -1.58 -0.13
C -0.89201 -2.00532 3.08579 0.42 -0.18 -1.18
C -3.51954 -0.73386 4.14231 0.05 -0.35 0.53
C -0.82283 0.57911 4.94972 1.53 0.26 1.11
C 1.27661 3.52907 -0.80965 -1.46 1.65 -0.46
Br 1.56295 5.33352 0.16260 -0.11 -0.90 -0.33
C 0.17009 4.00698 -1.91279 -0.06 0.71 -0.50
C -0.46700 2.91474 -2.90606 -1.61 -0.02 -1.05
F 0.44750 2.43040 -4.00748 -1.59 0.99 2.79
O 2.52907 3.43105 -1.50394 0.74 -0.85 0.56
S 3.04151 1.97615 -2.08633 2.35 -0.28 -4.89
O 4.06354 2.26173 -3.24657 -3.64 -0.65 5.15
O 3.95911 1.23166 -0.87134 -1.01 1.56 1.65
C 3.38606 1.36894 0.46682 0.69 1.37 1.37
O 3.67515 2.69697 1.12016 0.73 -1.28 -3.25
C 4.34681 0.40574 1.43488 3.00 0.14 -0.03
F 4.56092 1.01376 2.80254 -1.03 -3.00 -4.56
F 5.71329 0.52775 0.79199 -4.07 -0.67 2.29
F 4.04322 -1.01789 1.43952 0.84 4.41 0.60
H -2.82732 -5.38252 -2.05112 0.70 -0.58 -2.38
H -1.72252 -6.53014 -3.10764 -1.83 1.37 -0.03
H -3.52887 -6.11049 -3.65816 2.07 0.67 1.00
H -2.59388 -4.34458 -5.00168 1.39 -0.03 1.79
H -0.83249 -4.72737 -4.34980 -2.28 0.64 0.45
H -2.22148 -2.16171 -3.88220 0.73 -1.53 1.33
H -2.63606 -3.05478 -2.26797 1.55 -0.14 -1.94
H 0.01469 -3.69748 -2.03330 -0.57 2.26 -1.26
H 0.38908 -2.35530 -3.41530 -1.56 -0.92 1.51
H -0.70553 -2.05924 -0.43395 0.28 1.59 -2.09
H -1.55940 -0.86472 -1.66570 1.74 -1.32 0.23
H 1.59521 -1.08468 -1.98845 -1.72 1.63 1.07
H 0.57764 0.49357 -2.10791 0.11 -1.61 1.42
H 0.15699 -0.42953 0.72988 2.17 0.83 -1.33
H 1.79453 -1.22846 0.36527 -0.92 2.43 -0.46
H 1.73133 -0.05662 2.29504 -0.08 1.58 -0.62
H 0.95169 3.08345 1.36988 0.20 -1.42 -2.53
H -1.45824 3.09167 0.06319 1.91 -1.88 0.41
H -1.11771 1.28491 -0.32618 0.61 1.38 1.69
H -0.49843 2.18866 2.72673 -1.34 -0.91 -1.40
H -2.24263 2.65762 2.21253 1.97 -1.39 -0.80
H 0.28846 -1.89605 3.11262 -2.37 -0.56 0.08
H -1.18771 -2.27921 1.96194 0.64 0.52 2.37
H -1.28894 -2.87293 3.76304 0.99 1.68 -1.14
H -4.25464 0.17352 4.00901 1.23 -1.99 0.33
H -3.38169 -0.99895 5.29152 -0.49 0.65 -2.28
H -3.88842 -1.72584 3.62071 0.47 2.19 0.92
H -0.30798 -0.28013 5.59943 -1.17 1.71 -1.40
H 0.08551 1.27978 4.61982 -2.10 -1.35 0.85
H -1.57505 1.11415 5.66895 1.53 -0.73 -1.45
H -0.71168 4.58384 -1.35174 1.88 -1.57 -1.28
H 0.69667 4.84780 -2.57633 -1.03 -1.99 1.47
H -1.35985 3.44742 -3.49545 2.12 -1.05 1.25
H -0.99108 1.97601 -2.38677 1.69 1.95 -1.13
H 4.39892 3.14278 0.55309 -1.55 -1.09 1.23
```
Forces are in eV/Å.

Properties
Frontier orbital gap: 10.02 eV
LUMO energy: -0.04 eV
Total charge: 0
E: -4857.20440 Ha
E_HOMO: -10.06 eV

=====

Computed, not measured: a gas-phase ion, C3H4NO2 (charge +1) in a non-equilibrium geometry, with wB97M-V/def2-TZVPD.

XYZ file:
```
10
Properties=species:S:1:pos:R:3:forces:R:3
C 0.16252 -0.00151 -1.32061 2.02 0.39 -2.47
C -0.52249 -0.20841 0.98364 1.10 -0.11 -2.01
C -0.68707 2.01719 0.36483 -2.49 1.59 -3.04
N -0.01379 -0.75628 -0.21093 -1.77 1.25 2.85
O -0.06878 1.19009 -1.43436 -0.87 0.12 1.47
O -0.68567 1.02294 1.11165 0.03 -2.25 1.74
H 0.65640 -0.45684 -2.22412 -0.44 -0.31 1.09
H -0.50296 -0.68970 1.90658 -0.28 -1.45 1.05
H 0.07576 2.62106 0.69532 2.24 1.93 0.18
H 0.49446 -1.57540 0.02497 0.46 -1.17 -0.86
```
Forces are in eV/Å.

Properties
Energy relative to the best compared isomer or geometry (same formula, charge and spin): 115.0 kcal/mol
Frontier orbital gap (alpha / beta): 8.01 / 8.01 eV
LUMO energy (alpha / beta): -6.03 / -6.03 eV
Total charge: +1
E: -321.48307 Ha
E_HOMO (alpha / beta): -14.04 / -14.04 eV

=====

Computed, not measured: 2 unconnected molecules or ions with the total composition C2H3N2O2 in a non-equilibrium geometry, with wB97M-V/def2-TZVPD.

XYZ file:
```
9
Properties=species:S:1:pos:R:3:forces:R:3
C -2.14515 -0.74838 0.00196 0.20 2.06 -0.72
C 1.28851 1.16566 0.24117 -1.25 1.43 2.15
N -2.51128 0.35520 -0.09578 0.53 0.25 0.87
N 0.62504 0.13352 -0.18402 -1.52 1.86 1.01
O 2.41946 1.04362 -0.22564 -0.73 -0.08 0.00
O -2.81180 1.49421 -0.07742 -0.36 -0.17 -0.54
H -1.66195 -1.60164 0.30018 0.45 -1.97 0.41
H 0.73384 1.78838 0.95007 1.07 0.86 -0.21
H 1.11358 -0.49518 -0.67964 1.62 -4.24 -2.97
```
Forces are in eV/Å.

Properties
Energy relative to the best compared isomer or geometry (same formula, charge and spin): 223.3 kcal/mol
Frontier orbital gap (alpha / beta): 4.85 / 4.76 eV
LUMO energy (alpha / beta): -10.56 / -10.60 eV
Total charge: +1
E: -337.38236 Ha
E_HOMO (alpha / beta): -15.41 / -15.36 eV

=====

Computed, not measured: a gas-phase ion, C15H21F6NO4P (charge -1) in a non-equilibrium geometry, with wB97M-V/def2-TZVPD.

XYZ file:
```
48
Properties=species:S:1:pos:R:3:forces:R:3
C -3.12664 -1.78456 0.19812 0.49 0.27 -0.26
C -2.24722 -1.08916 -0.27026 -0.52 0.93 0.83
C -1.26385 -0.01310 -0.59756 -0.84 -0.70 -0.73
P 0.53589 -0.33817 0.10485 0.49 -1.29 -0.64
C 0.99057 -1.48808 -1.37619 0.20 -1.02 -0.93
C 0.41026 -2.92502 -1.28787 -0.66 0.38 -0.23
O 1.14329 -3.92273 -2.02796 -0.03 0.48 -0.12
C 1.09877 -3.72636 -3.42295 -0.02 -0.84 -0.85
C -0.24946 -4.10233 -4.09821 0.19 0.77 -0.50
C 1.09320 1.21470 -0.87236 0.46 1.35 0.12
C 2.53808 1.69120 -0.67477 -0.04 1.02 0.29
C 2.73190 3.22453 -0.51509 -0.32 -0.75 -0.38
N 3.59336 0.97694 -0.60002 -0.76 -0.23 -0.48
C 0.16467 0.73465 1.71236 0.02 0.59 -0.28
O 0.82447 1.71666 1.98794 -0.44 -0.45 0.25
C -0.94460 0.40770 2.80362 0.33 -0.15 0.40
F -0.34288 0.60072 4.03843 -0.32 0.09 -0.48
F -1.38973 -0.87182 2.80839 0.08 0.48 -0.18
C -2.20058 1.33780 2.81138 -0.35 0.23 0.73
F -2.76415 1.22133 4.05997 0.15 0.04 -0.53
F -3.16108 0.96854 1.93969 0.71 -0.03 -0.06
C -1.94487 2.86857 2.60851 -1.08 0.45 0.74
F -3.18371 3.47207 2.75842 0.39 -0.30 0.12
F -1.56066 3.16972 1.36164 0.26 -0.36 0.47
C -1.02682 3.55637 3.66855 1.54 1.00 0.06
O -0.11366 4.25062 3.31190 -0.65 -0.54 -0.10
O -1.30246 3.40407 5.00079 -0.40 -0.92 -1.07
H -3.91414 -2.34379 0.67881 0.52 0.15 -0.41
H -1.20326 0.03541 -1.70627 0.21 0.03 0.57
H -1.61906 0.99653 -0.29389 -0.11 -0.71 0.08
H 1.85848 -0.54607 0.69191 -0.04 0.26 -0.02
H 0.09584 -1.50377 0.83887 -0.34 0.14 0.16
H 0.63674 -1.06213 -2.34302 0.16 -0.04 0.58
H 2.09325 -1.60626 -1.51068 -0.52 0.23 0.38
H 0.31867 -3.31023 -0.25626 0.33 0.25 -0.45
H -0.62354 -2.89666 -1.69724 0.38 -0.05 0.40
H 1.86984 -4.40366 -3.85266 -0.32 0.38 0.34
H 1.37271 -2.70485 -3.75469 -0.11 -0.27 0.49
H -0.50331 -5.17390 -4.04367 0.07 0.49 0.31
H -1.07278 -3.45220 -3.74009 0.31 -0.61 -0.02
H -0.14265 -3.85155 -5.17876 -0.04 -0.21 0.54
H 0.92552 1.13198 -1.96853 0.04 -0.33 0.60
H 0.43326 2.05388 -0.55147 0.39 -0.41 -0.19
H 2.00903 3.75866 -1.16665 0.35 -0.19 0.46
H 3.75568 3.47806 -0.83696 -0.38 -0.03 0.40
H 2.53937 3.48806 0.54363 0.13 -0.01 -0.57
H 3.30420 0.00000 -0.71865 0.25 0.07 0.19
H -0.43594 3.35763 5.43494 -0.16 0.35 -0.03
```
Forces are in eV/Å.

Properties
Frontier orbital gap: 7.48 eV
LUMO energy: 2.75 eV
Total charge: -1
E: -1880.28760 Ha
E_HOMO: -4.74 eV

=====

These records have M values of 112.1, 1022.6, 364.1, 110.0, 575.5, 86.1, 87.1, 424.3 g/mol, in the order they appear.